C7H10N2 | ωB97M-V/def2-TZVPD

Properties
structure (SMILES) = [H]/N=C1\NCC(=C)C12CC2
lowest unoccupied orbital energy = 0.81 eV
orbital gap = 9.1578 eV
spin multiplicity = 1
energy above the lowest of the compared OMol25 structures with the same formula, charge and spin = 354.72 kJ/mol

CARTESIAN COORDINATES (ANGSTROEM)
H: -2.9613 0.9865 -0.0303
N: -2.3950 0.1529 -0.0817
C: -1.1758 0.5608 -0.0045
N: -0.4753 1.7404 0.2384
C: 0.9794 1.7725 -0.0361
C: 1.1747 0.2532 -0.1373
C: 2.3690 -0.4357 -0.0655
C: -0.0588 -0.4368 0.0089
C: -0.3538 -1.8483 -0.7042
C: -0.1393 -1.8169 0.7490
H: -0.8586 2.7171 -0.1925
H: 1.6420 2.2771 0.7248
H: 1.2968 2.3155 -1.0164
H: 3.3848 0.0912 -0.1494
H: 2.3900 -1.5708 0.3087
H: 0.2741 -2.4138 -1.4028
H: -1.4851 -1.9475 -0.7987
H: 0.8267 -2.1459 1.2728
H: -1.1898 -1.8552 1.3242


C32H32KN8S | ωB97M-V/def2-TZVPD

Properties
lowest unoccupied orbital energy = 2.11 eV
orbital gap = 5.1774 eV
spin multiplicity = 1
energy above the lowest of the compared OMol25 structures with the same formula, charge and spin = 27.92 kJ/mol
charge = -1

CARTESIAN COORDINATES (ANGSTROEM)
K: 0.2241 -0.1419 0.7011
C: -3.6298 -0.0900 3.3826
C: -4.3180 1.0539 3.0327
C: -3.6142 2.1227 2.4946
C: -2.2407 2.0064 2.3301
N: -1.5719 0.8926 2.6474
C: -2.2556 -0.1292 3.1624
C: -1.4351 3.1446 1.7788
C: -1.8891 4.4556 1.8831
C: -1.1320 5.4597 1.3139
C: 0.0563 5.1397 0.6808
C: 0.4640 3.8129 0.6570
N: -0.2759 2.8455 1.1925
C: 1.7651 3.3965 0.0214
C: 2.5672 4.2966 -0.6661
C: 3.7508 3.8468 -1.2336
C: 4.0994 2.5178 -1.0978
C: 3.2392 1.6884 -0.3913
N: 2.1041 2.1182 0.1537
H: -4.1314 -0.9506 3.8062
H: -5.3918 1.1205 3.1608
H: -4.1359 3.0133 2.1710
H: -1.6779 -1.0195 3.3974
H: -2.8019 4.6868 2.4132
H: -1.4602 6.4901 1.3696
H: 0.6556 5.9184 0.2324
H: 2.2803 5.3325 -0.7793
H: 4.3844 4.5312 -1.7840
H: 5.0008 2.1177 -1.5419
H: 3.4412 0.6283 -0.2943
C: -4.1607 -2.5601 0.1936
C: -2.9715 -1.6430 0.2049
N: -1.7936 -2.0029 0.5996
N: -1.6195 -3.3103 0.8412
C: -0.7262 -3.7035 1.7261
N: -0.3687 -5.0250 1.5685
S: -0.1018 -2.8874 3.1057
C: -3.1420 -0.2560 -0.2722
C: -4.4191 0.3063 -0.3914
C: -4.5557 1.5991 -0.8640
C: -3.4242 2.3167 -1.2235
C: -2.1997 1.6791 -1.0853
N: -2.0506 0.4437 -0.6213
H: -3.8063 -3.5836 0.2805
H: -4.7435 -2.4512 -0.7249
H: -4.8261 -2.3569 1.0413
H: -0.9463 -5.5607 0.9405
H: -0.0490 -5.4829 2.4045
H: -5.2895 -0.2652 -0.0985
H: -5.5401 2.0446 -0.9510
H: -3.4828 3.3262 -1.6091
H: -1.2815 2.1878 -1.3679
C: 4.5009 -4.2674 -1.3940
N: 4.0230 -3.5076 -0.2598
C: 2.7097 -3.9781 0.1636
C: 4.0576 -2.0577 -0.4998
C: 3.2015 -1.5383 -1.6420
C: 3.7918 -1.4415 -2.9076
C: 3.0511 -1.0083 -4.0015
C: 1.7111 -0.6905 -3.8167
C: 1.1360 -0.7834 -2.5449
C: 1.8501 -1.1900 -1.3942
H: 4.5840 -5.3210 -1.1113
H: 5.4930 -3.9122 -1.6890
H: 3.8427 -4.2004 -2.2751
H: 2.7821 -5.0373 0.4283
H: 1.9370 -3.8596 -0.6070
H: 2.3755 -3.4274 1.0440
H: 5.1121 -1.7942 -0.6630
H: 3.7236 -1.5846 0.4279
H: 4.8420 -1.7016 -3.0471
H: 3.5089 -0.9288 -4.9822
H: 1.1178 -0.3636 -4.6696
H: 0.0758 -0.5268 -2.4509


C4H12S3 | ωB97M-V/def2-TZVPD

Properties
lowest unoccupied orbital energy (alpha / beta) = -4.35 / -7.77 eV
orbital gap (alpha / beta) = 7.4653 / 4.0441 eV
spin multiplicity = 2
charge = +1

CARTESIAN COORDINATES (ANGSTROEM)
C: -1.7513 -0.8747 -0.8263
C: -0.5198 -0.6250 -1.6980
S: -0.7390 -1.3462 -3.3452
H: -1.8387 -1.9380 -0.5967
H: -2.6786 -0.6402 -1.3504
H: -1.6896 -0.2752 0.0848
H: -0.3698 0.4519 -1.8017
H: 0.3208 -1.1099 -1.2051
H: 0.5175 -1.1394 -3.7652
C: 0.4345 2.5181 0.3174
S: 1.3853 1.0089 0.5165
S: 1.1962 0.7473 2.4846
C: 1.2261 -1.0528 2.5750
H: -0.6256 2.2903 0.2283
H: 0.5857 3.1935 1.1572
H: 0.7838 2.9851 -0.6070
H: 2.0983 -1.4325 2.0388
H: 1.3578 -1.3136 3.6236
H: 0.3064 -1.4474 2.1693


C3H10OS | ωB97M-V/def2-TZVPD

Properties
structure (SMILES) = CSC.CO
lowest unoccupied orbital energy = 0.84 eV
orbital gap = 9.3840 eV
spin multiplicity = 1
energy above the lowest of the compared OMol25 structures with the same formula, charge and spin = 79.79 kJ/mol

CARTESIAN COORDINATES (ANGSTROEM)
C: -0.8158 -2.0254 -1.7243
S: -1.2385 -1.2933 -0.1260
C: 0.3781 -1.4495 0.6999
H: -1.6076 -1.8870 -2.4707
H: -0.6152 -3.0938 -1.6017
H: 0.0742 -1.5516 -2.1168
H: 1.1438 -1.8747 0.0520
H: 0.2750 -2.1393 1.5404
H: 0.6546 -0.4509 1.0305
C: 1.6590 2.4438 0.8610
O: 0.9347 3.5882 0.4464
H: 1.1727 1.9887 1.7282
H: 2.6840 2.7394 1.0645
H: 1.6966 1.6669 0.0989
H: 0.7495 3.5867 -0.4963


C32H29AuCl3O6Si | ωB97M-V/def2-TZVPD

Properties
lowest unoccupied orbital energy (alpha / beta) = 0.43 / 0.56 eV
orbital gap (alpha / beta) = 5.9530 / 5.7429 eV
spin multiplicity = 1
energy above the lowest of the compared OMol25 structures with the same formula, charge and spin = 239.44 kJ/mol
charge = -1

CARTESIAN COORDINATES (ANGSTROEM)
Au: 1.0139 -2.5799 -1.0809
C: -3.1824 1.8533 1.1813
C: -2.6865 0.4388 0.8847
C: -3.7569 -0.6072 1.2425
O: -2.3346 0.3054 -0.4794
C: -1.1454 -0.4510 -0.5898
C: -0.7522 -0.7231 0.8981
O: -1.5081 0.2296 1.6124
C: 0.7028 -0.8277 1.4547
O: 1.3308 -1.9091 0.9258
C: 1.5720 0.4209 1.4374
C: 2.9443 0.2173 1.3308
C: 3.8329 1.2628 1.4849
C: 3.3654 2.5314 1.7856
C: 2.0023 2.7500 1.8685
C: 1.1083 1.7095 1.6762
C: 0.5025 -1.1632 2.9652
C: 0.7961 -2.4476 3.4062
C: 0.6703 -2.7746 4.7449
C: 0.2265 -1.8291 5.6525
C: -0.0957 -0.5568 5.2102
C: 0.0487 -0.2211 3.8759
C: -0.1278 0.2005 -1.5975
O: 1.0752 -0.4314 -1.4721
C: -0.0007 1.7000 -1.3568
C: -1.1145 2.5322 -1.4384
C: -0.9804 3.8990 -1.2802
C: 0.2724 4.4606 -1.1043
C: 1.3881 3.6426 -1.0930
C: 1.2536 2.2700 -1.2049
C: -0.6013 0.0097 -3.0548
C: -0.4401 1.0187 -4.0025
C: -0.7219 0.7977 -5.3405
C: -1.1510 -0.4434 -5.7752
C: -1.2887 -1.4587 -4.8481
C: -1.0076 -1.2368 -3.5122
H: -4.0107 2.0979 0.5246
H: -2.3692 2.5537 1.0171
H: -3.4956 1.9012 2.2209
H: -4.6532 -0.4189 0.6571
H: -3.9811 -0.5492 2.3061
H: -3.3848 -1.6017 1.0052
H: -1.3992 -1.4206 -1.0227
H: -1.1470 -1.7311 1.1189
H: 3.2922 -0.7836 1.1257
H: 4.8948 1.0923 1.3792
H: 4.0582 3.3456 1.9553
H: 1.6244 3.7420 2.0800
H: 0.0497 1.9181 1.7068
H: 1.1319 -3.1793 2.6869
H: 0.9195 -3.7735 5.0767
H: 0.1364 -2.0775 6.7011
H: -0.4621 0.1877 5.9053
H: -0.2064 0.7718 3.5471
H: -2.0845 2.1149 -1.6519
H: -1.8608 4.5277 -1.3171
H: 0.3756 5.5328 -1.0046
H: 2.3742 4.0709 -0.9967
H: 2.1153 1.6215 -1.2066
H: -0.0881 1.9966 -3.7073
H: -0.5980 1.6013 -6.0538
H: -1.3668 -0.6226 -6.8207
H: -1.6128 -2.4392 -5.1626
H: -1.1066 -2.0660 -2.8334
Cl: 4.6131 -3.4627 -0.9792
Si: 3.0671 -2.9394 -2.2017
Cl: 3.0044 -4.4713 -3.5788
Cl: 3.7534 -1.3157 -3.2284
O: 0.5079 -4.8857 -0.7094
C: -0.7055 -4.7099 -0.9093
O: -1.2117 -3.6326 -1.2521
H: -1.3820 -5.5844 -0.7846


C19H32N2OS | ωB97M-V/def2-TZVPD

Properties
lowest unoccupied orbital energy = 0.45 eV
orbital gap = 8.1648 eV
spin multiplicity = 1
energy above the lowest of the compared OMol25 structures with the same formula, charge and spin = 1838.10 kJ/mol

CARTESIAN COORDINATES (ANGSTROEM)
C: -2.8638 -4.5725 4.6376
H: -3.6043 -5.4104 5.0225
H: -2.2748 -4.4177 5.3793
H: -2.4916 -4.7749 3.6579
S: -4.1966 -2.9565 4.3613
C: -2.9362 -1.7181 3.8559
C: -3.4370 -0.4615 3.7299
C: -2.9820 0.5456 3.1740
C: -1.5768 0.4362 2.9298
C: -0.9456 -0.7921 3.2545
C: -1.5994 -2.0860 3.4774
H: -1.1714 -2.8919 3.5518
H: 0.0340 -0.7353 3.0686
C: -0.6768 1.4855 2.5499
N: -0.0202 1.2386 1.3354
C: 1.2724 2.1514 1.0620
C: 2.0150 1.6066 0.0694
N: 1.3256 1.1434 -1.1969
C: 0.8246 2.0550 -2.1608
H: 0.0731 2.5868 -1.9537
C: 0.8988 1.7052 -3.6810
H: 0.3489 0.8476 -3.7858
H: 0.7870 2.3816 -4.3076
C: 2.4636 0.9471 -3.9791
C: 1.9147 0.1061 -5.4670
H: 3.0068 -0.3226 -5.5028
H: 1.7991 1.0045 -6.0027
H: 1.3247 -0.7314 -5.2054
C: 3.5239 2.0837 -4.1616
H: 3.6023 2.6033 -3.1728
H: 4.2704 1.4720 -4.5168
H: 3.0301 2.8211 -5.0249
H: 2.5640 0.2820 -3.1613
H: 1.6882 3.0774 -2.0198
C: 0.1076 0.3528 -0.8647
C: -0.7422 0.7297 0.1963
H: -1.3651 1.8981 -0.2021
H: -1.3370 0.1863 0.6459
C: 0.5747 -1.1536 -0.4754
H: 1.0109 -1.1936 0.4905
H: 1.4935 -1.4116 -0.8968
C: -0.2651 -2.2394 -0.6219
O: 0.0525 -3.3394 -0.1921
H: -0.6497 -3.9478 -0.2208
H: -0.8588 -2.2397 -1.7903
H: -1.5124 -1.8915 0.1461
H: -0.5449 0.2385 -1.6336
H: 2.4143 0.6570 0.5369
H: 2.6824 2.1062 -0.4232
H: 0.8253 3.0686 0.5811
H: 1.6903 2.2809 1.8976
H: -1.4044 2.4150 2.3245
H: -0.1778 1.7652 3.4139
H: -3.3347 1.5027 3.2543
H: -4.6500 -0.4941 4.0164


C19H12Cl3N6O3PtS2 | ωB97M-V/def2-TZVPD

Properties
lowest unoccupied orbital energy = 2.18 eV
orbital gap = 6.9885 eV
spin multiplicity = 1
energy above the lowest of the compared OMol25 structures with the same formula, charge and spin = 0.00 kJ/mol
charge = -1

CARTESIAN COORDINATES (ANGSTROEM)
Pt: 0.1495 -0.9563 -0.3739
C: 2.6366 0.4226 -2.3080
C: 3.0029 0.3054 -0.8690
C: 4.2611 0.8264 -0.4731
C: 4.6579 0.7637 0.8193
C: 3.8043 0.1854 1.7815
C: 4.1685 0.1022 3.1426
C: 3.3053 -0.4618 4.0391
C: 2.0610 -0.9451 3.6146
C: 1.6661 -0.8722 2.2944
S: 0.1032 -1.4573 1.8158
C: 2.5585 -0.3080 1.3391
N: 2.1855 -0.2576 0.0066
H: 3.4941 0.7613 -2.8874
H: 1.8299 1.1491 -2.4151
H: 2.2776 -0.5220 -2.7027
H: 4.8910 1.2733 -1.2293
H: 5.6203 1.1536 1.1308
H: 5.1287 0.4953 3.4532
H: 3.5725 -0.5307 5.0864
H: 1.3795 -1.3820 4.3340
S: -1.7316 -2.2387 -0.6653
C: -3.0201 -1.1464 -0.4376
N: -2.8017 0.1019 0.0654
C: -3.7876 0.9815 0.2584
C: -5.0774 0.6090 -0.0020
C: -5.2541 -0.6822 -0.5066
N: -4.2765 -1.5374 -0.7148
H: -1.8249 0.4267 0.1455
H: -3.4920 1.9658 0.5969
H: -5.8999 1.2896 0.1471
H: -6.2474 -1.0338 -0.7688
Cl: -2.3002 0.0736 -5.3355
C: -0.6746 0.0103 -4.6320
Cl: 0.2155 1.4898 -5.0641
Cl: 0.1777 -1.3916 -5.2994
C: -0.7653 -0.0039 -3.0598
O: 0.0752 -0.7801 -2.5242
O: -1.5755 0.7590 -2.5670
O: -0.2584 1.5949 0.3274
N: 0.3281 2.3539 -0.4956
C: -0.2776 3.4816 -0.8352
C: -1.5402 3.8713 -0.2998
N: -2.5608 4.1755 0.1427
C: 0.3788 4.3380 -1.7665
N: 0.9001 5.0455 -2.5120


C28H32F5N3O4Sr | ωB97M-V/def2-TZVPD

Properties
lowest unoccupied orbital energy = 0.42 eV
orbital gap = 8.1891 eV
spin multiplicity = 1
energy above the lowest of the compared OMol25 structures with the same formula, charge and spin = 16.56 kJ/mol

CARTESIAN COORDINATES (ANGSTROEM)
Sr: -0.1487 -0.0243 -0.1470
C: 4.0813 0.7102 1.6041
C: 3.8488 1.9547 0.7480
C: 4.7031 1.8940 -0.5152
C: 2.3751 2.2174 0.4735
C: 1.4715 2.3148 1.5376
C: 0.1539 2.6936 1.3374
C: -0.3239 2.9963 0.0571
C: -1.7476 3.4435 -0.1551
C: 0.5565 2.8457 -1.0078
C: 1.8786 2.4556 -0.8042
H: 5.1447 0.6107 1.8279
H: 3.7621 -0.1920 1.0767
H: 3.5491 0.7581 2.5539
H: 4.1926 2.8148 1.3348
H: 4.4078 1.0530 -1.1469
H: 5.7498 1.7548 -0.2430
H: 4.6330 2.8073 -1.1057
H: 1.8028 2.1065 2.5474
H: -0.5143 2.7622 2.1879
H: -1.9684 4.3202 0.4551
H: -2.4535 2.6591 0.1249
H: -1.9262 3.6919 -1.1992
H: 0.2091 3.0295 -2.0164
H: 2.5166 2.3523 -1.6704
C: -4.8642 -0.2233 -1.6116
C: -3.5492 -0.2858 -0.9010
N: -2.4785 0.2608 -1.3345
O: -2.5838 0.9677 -2.5312
C: -3.4395 -1.0461 0.3804
C: -4.5893 -1.8552 0.8917
N: -2.2994 -0.9852 0.9822
O: -2.1118 -1.6458 2.1079
H: -4.7711 0.3256 -2.5421
H: -5.6124 0.2594 -0.9807
H: -5.2204 -1.2328 -1.8212
H: -1.6468 1.0173 -2.7942
H: -5.4300 -1.2211 1.1839
H: -4.2540 -2.4132 1.7610
H: -4.9495 -2.5545 0.1342
O: 0.1535 -0.6068 2.3232
C: 1.1717 -1.2875 3.0252
C: 1.0551 -2.7991 2.9025
C: 0.9446 -3.2984 1.4563
C: 2.0812 -2.8742 0.5639
C: 3.2663 -3.6011 0.5039
C: 4.2578 -3.2197 -0.3802
C: 4.0449 -2.1249 -1.2047
C: 2.8507 -1.4424 -1.0774
N: 1.9031 -1.7889 -0.1987
H: -0.7673 -1.1014 2.4104
H: 1.1575 -1.0093 4.0852
H: 2.1333 -0.9618 2.6179
H: 0.1681 -3.1395 3.4418
H: 1.9262 -3.2511 3.3883
H: 0.0008 -2.9549 1.0301
H: 0.9040 -4.3892 1.4644
H: 3.3914 -4.4735 1.1324
H: 5.1804 -3.7822 -0.4448
H: 4.7805 -1.8102 -1.9317
H: 2.6169 -0.5859 -1.7033
F: -0.1805 -3.5893 -6.4129
C: -0.0539 -2.6539 -5.4621
C: -0.4413 -2.9176 -4.1602
F: -0.9482 -4.1142 -3.8438
C: -0.3014 -1.9378 -3.2002
F: -0.7053 -2.1996 -1.9302
C: 0.2203 -0.6628 -3.4619
O: 0.3339 0.2152 -2.5067
C: 0.5923 -0.4366 -4.7903
F: 1.0981 0.7606 -5.1341
C: 0.4608 -1.4061 -5.7672
F: 0.8354 -1.1399 -7.0233


no.,molar mass (g/mol)
1,122.2
2,599.8
3,156.3
4,94.2
5,841.0
6,336.5
7,737.9
8,657.2